Formula: CH3BrO2
Source: OMol25
Level of theory: the ωB97M-V functional and the def2-TZVPD basis

Cartesian coordinates (Å):
Br 1.360 -0.848 -1.842
O -1.157 -0.093 1.213
O -0.091 -0.633 0.420
C 0.292 0.224 -0.563
H 0.847 0.960 -0.056
H -0.484 0.715 -1.273
H -0.767 -0.325 2.101

## Properties
Energy relative to the best compared isomer or geometry (same formula, charge and spin) (eV): 3.3592
Total charge: 0
Gap between HOMO and LUMO (hartree): 0.392
2S+1: 1
DFT total energy (Ha): -2764.26685
SMILES: OOCBr
LUMO (eV): 0.441